# C28H64Li4N10O14

A molecular structure, C28H64Li4N10O14 in a non-equilibrium geometry (ωB97M-V/def2-TZVPD, the Open Molecules 2025 dataset).

Each line ends with the Mulliken charge.
Element x y z (Å)
Li (-28.03132, 14.67282, 8.04852)  0.8988
Li (-28.57204, 17.41893, 5.65999)  0.8285
Li (-27.96108, 16.39186, 10.65268)  0.7906
Li (-20.57888, 16.57447, 10.14114)  0.9920
C (-24.93523, 16.39975, 9.13146)  0.4598
C (-23.58326, 16.54983, 8.70640)  0.3186
C (-23.36076, 16.67919, 7.18818)  -0.7178
O (-22.20283, 16.66655, 6.74910)  -0.1339
C (-24.46177, 16.93695, 6.36070)  0.1940
C (-25.76068, 16.94927, 6.84122)  -0.1269
C (-26.00102, 16.59591, 8.31177)  0.6420
O (-27.23350, 16.44389, 8.69989)  -1.5206
O (-26.69691, 17.34569, 6.08147)  -1.1143
O (-22.68066, 16.55454, 9.54612)  -0.4891
H (-25.14804, 16.36616, 10.19688)  -0.5956
H (-24.40779, 17.04158, 5.28489)  1.6496
C (-19.97859, 12.98160, 8.34031)  0.4842
O (-19.05842, 13.05271, 7.55027)  -0.6357
N (-20.02453, 12.04006, 9.34021)  -0.3372
N (-21.08475, 13.79763, 8.26687)  -0.0990
H (-19.27272, 11.37604, 9.36230)  0.2359
H (-20.83905, 11.87910, 9.90161)  0.1354
H (-21.12163, 14.51468, 7.57365)  0.0511
H (-21.78775, 13.73694, 8.98254)  0.3489
C (-18.48969, 16.12879, 7.99156)  0.5939
O (-19.14159, 16.54233, 8.97710)  -0.8468
N (-17.24968, 15.61452, 8.11707)  -0.3510
N (-18.95557, 16.27216, 6.72830)  -0.1886
H (-16.84284, 15.19213, 7.30207)  0.1730
H (-16.80025, 15.51587, 9.00607)  0.2305
H (-19.88082, 16.59308, 6.51304)  0.0223
H (-18.45617, 15.81706, 5.98297)  0.2130
C (-22.05785, 20.51880, 5.46200)  0.6316
O (-21.86131, 21.60515, 4.95086)  -0.6672
N (-22.54424, 19.44617, 4.73760)  -0.3019
N (-21.73120, 20.24412, 6.76841)  -0.1745
H (-22.63721, 18.55018, 5.17842)  -0.0199
H (-22.66987, 19.65385, 3.76282)  0.1683
H (-21.98951, 19.37403, 7.19633)  0.0222
H (-21.47212, 20.99724, 7.37643)  0.2116
C (-22.75951, 13.99127, 3.84125)  0.4644
O (-22.57427, 13.25811, 2.88956)  -0.6459
N (-21.70340, 14.56180, 4.50640)  -0.2073
N (-24.01660, 14.30504, 4.30560)  -0.2598
H (-21.75177, 15.24288, 5.24472)  0.1581
H (-20.80368, 14.25741, 4.17959)  0.1588
H (-24.81999, 13.91405, 3.85780)  0.1758
H (-24.05856, 14.87985, 5.12625)  0.2158
C (-25.00165, 19.67142, 11.03065)  -1.3140
C (-25.24558, 20.53244, 9.77992)  2.1398
C (-26.63042, 20.15413, 9.21230)  -0.2957
C (-27.81230, 20.75422, 9.95566)  -0.5643
C (-27.64750, 22.25772, 10.15336)  -1.4496
C (-26.33077, 22.60352, 10.83049)  1.4995
N (-25.24567, 21.97739, 10.05951)  0.3151
O (-23.98861, 22.34127, 10.61160)  -0.4836
C (-26.15001, 24.12687, 10.69208)  -2.0346
C (-26.35805, 22.29152, 12.31994)  -1.5501
C (-24.16349, 20.29830, 8.72723)  -1.8405
H (-24.70363, 18.68522, 10.65636)  -0.1515
H (-25.87044, 19.58907, 11.67448)  0.0576
H (-24.13974, 20.02976, 11.59565)  0.5954
H (-26.71086, 20.45813, 8.16515)  0.7358
H (-26.68146, 19.05972, 9.26382)  -0.8401
H (-27.97150, 20.24908, 10.91628)  0.1654
H (-28.75020, 20.64424, 9.39748)  0.3533
H (-28.46685, 22.61019, 10.78072)  0.5230
H (-27.69927, 22.75010, 9.18107)  0.3380
H (-27.01962, 24.56749, 11.18468)  0.4508
H (-25.26077, 24.44673, 11.23324)  0.4644
H (-26.09212, 24.47983, 9.66483)  0.4024
H (-27.12299, 22.87808, 12.83511)  0.4469
H (-26.56362, 21.25118, 12.57524)  0.2253
H (-25.41899, 22.53817, 12.81968)  0.3758
H (-24.42669, 20.69955, 7.75216)  0.4830
H (-23.89125, 19.23902, 8.72202)  -0.2728
H (-23.27907, 20.83367, 9.07044)  0.7512
H (-23.63140, 22.94894, 9.95444)  0.3789
C (-23.39038, 16.15377, 15.86242)  -1.6656
C (-23.94930, 15.88848, 14.45352)  1.5666
C (-23.18331, 14.72030, 13.84425)  -0.9851
C (-23.51420, 13.37482, 14.44369)  -0.9234
C (-24.97437, 13.08931, 14.18508)  -1.2108
C (-25.90703, 14.18234, 14.73448)  1.2635
N (-25.36956, 15.52652, 14.40161)  1.4148
O (-26.18669, 16.59214, 14.85262)  -0.4723
C (-27.24390, 13.99028, 14.02500)  -1.9212
C (-26.06488, 14.03360, 16.25310)  -1.5786
C (-23.70643, 17.14279, 13.61248)  -1.7708
H (-23.60375, 15.34924, 16.56519)  0.2834
H (-23.83500, 17.04388, 16.31790)  0.4867
H (-22.31032, 16.27240, 15.81058)  0.4046
H (-23.37286, 14.72755, 12.75972)  -0.1091
H (-22.11007, 14.93690, 13.85636)  0.5381
H (-23.31066, 13.38244, 15.51965)  0.3671
H (-22.81440, 12.64516, 14.03348)  0.4634
H (-25.28397, 12.08439, 14.47690)  0.4326
H (-25.10206, 13.06246, 13.09299)  0.2834
H (-27.89454, 14.84588, 14.19280)  0.4142
H (-27.10730, 13.84736, 12.94523)  0.1618
H (-27.69535, 13.03743, 14.30621)  0.4781
H (-25.10142, 13.86457, 16.72814)  0.2986
H (-26.48670, 14.95578, 16.66142)  0.3162
H (-26.74950, 13.24284, 16.55575)  0.4555
H (-23.95451, 18.02431, 14.20691)  0.4402
H (-24.29061, 17.13820, 12.69206)  -0.1488
H (-22.63821, 17.25063, 13.41648)  0.4863
H (-25.96791, 16.72266, 15.79003)  0.3339
O (-28.63237, 19.55943, 6.37275)  -0.4323
H (-28.70231, 20.37110, 5.85144)  0.2679
H (-29.37278, 19.60855, 6.99007)  0.2710
O (-27.33152, 16.77941, 12.39351)  -0.2381
H (-26.47146, 16.59938, 12.82682)  0.2569
H (-27.74065, 17.45102, 12.95236)  0.1722
O (-23.16581, 13.64607, 10.53580)  -0.7489
H (-23.72251, 13.12779, 9.94496)  0.3362
H (-23.32090, 14.56770, 10.29296)  0.1539
O (-25.53786, 19.71828, 4.99509)  -0.6913
H (-26.01068, 19.06324, 5.52477)  0.2317
H (-24.60445, 19.63743, 5.24440)  0.3767

The LUMO energy comes out at -7.42 eV. The calculation puts the gap between HOMO and LUMO at 4.90 eV. As for the energy above the lowest of the compared OMol25 structures with the same formula, charge and spin: 0.0000 eV. The total charge is +2.

# C28H65O20P3S

6 unconnected molecules or ions with the total composition C28H65O20P3S in a non-equilibrium geometry (ωB97M-V/def2-TZVPD, the Open Molecules 2025 dataset).

Each line ends with the Mulliken charge.
Element x y z (Å)
C (7.36020, -0.65380, 5.68994)  -1.0446
C (7.46277, 0.14290, 4.36510)  -0.4003
O (6.14388, 0.55393, 4.00693)  -0.3404
P (5.45400, -0.04659, 2.68968)  0.9300
O (5.46777, -1.50530, 2.67741)  -0.7206
O (6.18959, 0.71055, 1.51822)  -0.3548
C (5.91191, 0.25988, 0.17777)  -0.2920
C (5.33539, 1.37076, -0.65958)  -1.1397
O (4.04210, 0.66343, 2.70087)  -0.1020
C (3.06125, 0.35424, 3.67805)  -0.3591
C (1.70632, 0.27565, 2.96702)  -0.8896
H (8.31640, -1.14173, 5.88293)  0.3417
H (7.18604, 0.03732, 6.50772)  0.2743
H (6.59716, -1.38515, 5.43215)  0.2968
H (8.10581, 1.00908, 4.53321)  0.3497
H (7.93218, -0.41513, 3.55528)  0.3513
H (6.79542, -0.18290, -0.28428)  0.3382
H (5.23964, -0.60327, 0.21936)  0.3167
H (6.09068, 2.12860, -0.89450)  0.3488
H (4.85945, 1.05169, -1.58540)  0.3557
H (4.60216, 2.00822, -0.15584)  0.2850
H (3.28370, -0.58156, 4.19616)  0.4238
H (3.00820, 1.11094, 4.46398)  0.2806
H (0.89802, -0.04034, 3.62813)  0.3518
H (1.47303, 1.26225, 2.57336)  0.3255
H (1.80479, -0.50235, 2.21122)  0.0975
C (-1.91930, -2.14208, 2.87729)  -0.8247
C (-3.32917, -1.85036, 2.36124)  -0.0493
O (-4.24218, -2.11253, 3.42507)  -0.3651
P (-5.21894, -0.98707, 3.97923)  0.9358
O (-5.62781, 0.10082, 3.06433)  -0.7251
O (-4.43077, -0.45322, 5.27216)  -0.2578
C (-4.31141, 0.93886, 5.53661)  -0.2235
C (-4.10181, 1.14720, 7.03778)  -1.1650
O (-6.39817, -1.85146, 4.58826)  -0.3034
C (-7.71102, -1.27318, 4.59016)  -0.1279
C (-8.72063, -2.28869, 5.06692)  -1.2533
H (-1.10897, -1.80434, 2.22665)  0.0124
H (-1.75181, -1.55970, 3.78727)  0.3009
H (-1.79834, -3.21420, 3.01406)  0.3126
H (-3.41640, -0.84065, 1.96282)  0.4635
H (-3.52051, -2.65267, 1.64475)  -0.0872
H (-3.52162, 1.39728, 4.93451)  0.3132
H (-5.16508, 1.53707, 5.20356)  0.3499
H (-4.02309, 2.22160, 7.19124)  0.3897
H (-4.96828, 0.76833, 7.57829)  0.2936
H (-3.23357, 0.57185, 7.35116)  0.2900
H (-7.73160, -0.40427, 5.25299)  0.2683
H (-7.98634, -0.92155, 3.59658)  0.3329
H (-9.65342, -1.80977, 5.37070)  0.3856
H (-8.96143, -2.99647, 4.27471)  0.3077
H (-8.38860, -2.80154, 5.97070)  0.3200
C (-3.10264, -4.47333, -0.54939)  -1.0618
C (-2.06760, -4.97348, -1.54373)  -0.1546
O (-0.75814, -4.73666, -1.05647)  -0.1959
P (0.49326, -4.31225, -1.97020)  0.8770
O (1.45606, -3.49208, -1.20977)  -0.5449
O (1.08776, -5.75140, -2.39109)  -0.4154
C (2.00678, -6.36266, -1.47079)  -0.2583
C (3.38778, -6.29759, -2.09177)  -1.1302
O (-0.08609, -3.77950, -3.35519)  -0.3533
C (-0.14801, -2.35771, -3.58980)  -0.2073
C (-1.57122, -1.84667, -3.39964)  -0.9372
H (-2.84638, -4.81905, 0.45093)  0.3048
H (-3.24065, -3.39090, -0.59072)  0.1881
H (-4.10044, -4.83402, -0.80958)  0.3887
H (-2.23036, -6.04504, -1.67735)  0.3443
H (-2.28516, -4.54122, -2.52140)  0.2332
H (1.94523, -5.92891, -0.46893)  0.3012
H (1.65927, -7.38575, -1.29603)  0.3566
H (3.76664, -5.27735, -2.16758)  0.2711
H (4.13804, -6.77143, -1.45103)  0.3814
H (3.34403, -6.74746, -3.08091)  0.2906
H (0.59572, -1.76885, -3.05440)  0.3364
H (0.19268, -2.25509, -4.62146)  0.3280
H (-2.24748, -2.48150, -3.97919)  0.3940
H (-1.86310, -1.99073, -2.35735)  0.0154
H (-1.73930, -0.82764, -3.73143)  0.3125
O (-2.79972, 7.28454, -4.42419)  -0.6786
S (-2.46620, 6.87876, -3.07932)  1.0307
O (-1.42194, 5.90428, -2.88489)  -0.5317
C (-2.11165, 8.34890, -2.08871)  -0.6348
C (-3.10417, 8.35380, -0.91524)  -0.5992
C (-3.73186, 6.96068, -0.72217)  -0.5747
C (-3.94354, 6.33513, -2.10849)  -0.7593
H (-2.33651, 9.18814, -2.74600)  0.3034
H (-1.03884, 8.33971, -1.91540)  0.4185
H (-2.59795, 8.80301, -0.06102)  0.3206
H (-3.96601, 9.00610, -1.07014)  0.2860
H (-4.75800, 7.02539, -0.35462)  0.3286
H (-3.19286, 6.32129, -0.02486)  0.3094
H (-4.73058, 6.87627, -2.63015)  0.3454
H (-3.89537, 5.25470, -2.17926)  0.4347
C (2.40440, 2.14105, -6.09059)  -0.5770
O (3.43216, 1.16115, -6.22779)  -0.2698
C (3.43456, 0.48974, -7.35960)  0.7728
O (2.75347, 0.67830, -8.32715)  -0.5489
O (4.35935, -0.47581, -7.24927)  -0.3144
C (4.38215, -1.43466, -8.28481)  -0.6883
H (1.49399, 1.71198, -5.66814)  0.2270
H (2.11528, 2.63762, -7.01210)  0.3380
H (2.77077, 2.85375, -5.35674)  0.1753
H (4.91934, -2.29663, -7.87546)  0.2577
H (5.01169, -1.13206, -9.12171)  0.2905
H (3.42263, -1.84165, -8.59426)  0.3137
C (0.41325, -0.69066, -0.29439)  0.5569
O (0.61135, 0.71676, -0.44616)  -0.3548
C (0.51603, 1.28835, -1.63286)  0.7796
O (0.07014, 0.76832, -2.61893)  -0.5079
O (0.93346, 2.52949, -1.50965)  -0.4033
C (0.82676, 3.32232, -2.68954)  -0.1866
H (-0.22041, -1.07808, -1.08722)  -0.1200
H (-0.07487, -0.82307, 0.66773)  -0.4845
H (1.40094, -1.14295, -0.28475)  0.3485
H (1.40076, 2.90721, -3.51441)  -0.1080
H (1.07227, 4.36425, -2.51525)  0.2539
H (-0.22856, 3.31228, -2.97214)  0.2683

The LUMO energy comes out at 0.46 eV. As for the SMILES: CCOP(=O)(OCC)OCC.CCOP(=O)(OCC)OCC.CCOP(=O)(OCC)OCC.O=S1(=O)CCCC1.COC(=O)OC.COC(=O)OC. The calculation puts the gap between HOMO and LUMO at 10.75 eV. The total charge is 0.